# C4H7IN

An isolated ion of composition C4H7IN and charge +1 at a distorted geometry (ωB97M-V/def2-TZVPD, the OMol25 dataset).

Element x y z (Å)
C 0.81 -1.75 -1.26
N 0.35 -0.73 -0.72
C -0.14 0.16 0.02
C 0.13 -0.03 1.58
C -0.75 1.56 -0.31
I -1.58 1.28 -2.31
H 1.74 -1.84 -1.73
H 0.09 -2.68 -1.41
H 0.33 1.04 2.02
H -0.69 -0.49 2.08
H 1.09 -0.61 1.87
H -1.51 1.84 0.42
H 0.13 2.25 -0.25

Values from the calculation:
Total charge ... +1
E_tot ... -13843.1965 eV
Gap between HOMO and LUMO ... 8.7003 eV
SMILES string ... C=[N+]=C(C)CI

Results of the Löwdin charge analysis, in e, for atoms 1 through 4:
1. C 0.156
2. N 0.066
3. C -0.319
4. C 0.010

=====

# C4H7IN

C4H7IN as an isolated structure at a distorted geometry (ωB97M-V/def2-TZVPD, the OMol25 dataset).

Element x y z (Å)
C -0.21 -0.21 -1.03
C -1.20 0.39 -1.58
C 0.83 -0.92 -0.29
C 0.27 0.13 1.90
N 0.82 0.24 0.56
I 1.70 -0.66 3.29
H -1.56 1.30 -1.43
H -1.66 -0.14 -2.31
H 0.41 -1.71 0.16
H 1.68 -0.95 -0.92
H -0.25 1.06 2.15
H -0.63 -0.40 1.79
H 1.35 1.09 0.49

Values from the calculation:
Total charge ... +1
E_tot ... -13841.0863 eV
Gap between HOMO and LUMO ... 8.5050 eV

Results of the Löwdin charge analysis, in e, for atoms 1 through 4:
1. C 0.126
2. C 0.161
3. C -0.093
4. C -0.655

=====

# C4H7IN2

One molecule with the formula C4H7IN2 at a distorted geometry (ωB97M-V/def2-TZVPD, the OMol25 dataset).

Element x y z (Å)
C -0.85 0.96 0.75
C 0.10 -0.22 0.27
N 1.44 0.29 0.61
C 0.13 -1.49 0.92
N 0.06 -2.57 1.31
C -0.08 -0.51 -1.42
I -2.06 -0.49 -2.13
H -0.38 1.88 0.43
H -0.84 0.94 1.93
H -1.87 0.83 0.26
H 2.09 0.07 -0.23
H 1.46 1.17 0.94
H 0.47 -1.33 -1.88
H 0.34 0.47 -1.75

Values from the calculation:
Total charge ... 0
E_tot ... -15340.5532 eV
Gap between HOMO and LUMO ... 9.9868 eV
SMILES string ... C[C@@](N)(C#N)CI

Results of the Löwdin charge analysis, in e, for atoms 1 through 4:
1. C -0.062
2. C -0.580
3. N 0.048
4. C -0.232

=====

# C4H7IO

A 2-piece molecular cluster, C4H7IO overall at a distorted geometry (ωB97M-V/def2-TZVPD, the OMol25 dataset).

Element x y z (Å)
C 1.21 0.14 1.19
C 0.17 0.44 0.38
C -1.22 -0.06 0.76
C 0.50 1.00 -0.95
O -0.03 0.69 -1.97
H 1.08 -0.32 2.10
H 2.18 0.40 1.07
H -0.93 -0.88 1.52
H -1.68 -0.30 -0.13
H -1.59 0.88 1.15
H 1.27 1.73 -1.07
I -0.12 -2.62 -1.86
H -0.85 -1.10 -2.20

Values from the calculation:
Total charge ... 0
E_tot ... -14407.5728 eV
Gap between HOMO and LUMO ... 9.7064 eV
SMILES string ... C=C(C)C=O.I

Results of the Löwdin charge analysis, in e, for atoms 1 through 4:
1. C 0.087
2. C -0.321
3. C -0.047
4. C -0.254

=====

# C4H7IrO3

C4H7IrO3 as an isolated structure at a distorted geometry (ωB97M-V/def2-TZVPD, the OMol25 dataset).

Element x y z (Å)
O 2.63 0.44 -0.01
C 3.44 -0.47 -0.06
H 4.52 -0.25 -0.08
H 3.12 -1.52 0.01
O -0.71 1.56 0.08
C -1.98 1.13 -0.03
C -2.32 -0.32 -0.01
O -1.74 -1.30 0.54
C -0.33 -1.44 0.06
Ir 0.73 0.46 0.20
H -2.50 1.45 -0.97
H -2.67 1.52 0.76
H -3.35 -0.55 -0.32
H -0.25 -1.79 -0.98
H 0.01 -2.30 0.66

Values from the calculation:
Total charge ... +2
E_tot ... -13215.7701 eV
Gap between HOMO and LUMO (alpha / beta) ... 6.9476 / 8.0202 eV
2S+1 ... 5

Results of the Löwdin charge analysis, in e, for atoms 1 through 4:
1. O -0.215
2. C 0.084
3. H 0.152
4. H 0.130

=====

# C4H7LaO4

C4H7LaO4 as an isolated structure at a distorted geometry (ωB97M-V/def2-TZVPD, the OMol25 dataset).

Element x y z (Å)
O 1.87 -0.36 1.72
C 0.94 -1.30 1.78
O 0.32 -1.43 2.87
La -0.46 -3.92 2.51
O 0.70 -2.06 0.80
C 2.20 0.16 0.41
H 2.44 -0.67 -0.27
H 1.41 0.81 0.03
H 3.09 0.77 0.58
C -1.78 0.63 -1.74
C -1.32 1.88 -1.69
O -2.79 0.11 -0.99
H -1.45 -0.08 -2.50
H -1.60 2.56 -0.88
H -0.52 2.18 -2.36
H -3.05 0.72 -0.29

Values from the calculation:
Total charge ... +1
E_tot ... -13302.2929 eV
Gap between HOMO and LUMO (alpha / beta) ... 5.7171 / 5.7022 eV
2S+1 ... 2

Results of the Löwdin charge analysis, in e, for atoms 1 through 4:
1. O 0.006
2. C -0.828
3. O -0.156
4. La 1.803

=====

# C4H7N

A 2-piece molecular cluster, C4H7N overall at a distorted geometry (ωB97M-V/def2-TZVPD, the OMol25 dataset).

Element x y z (Å)
C 2.24 0.66 -1.06
C -0.49 0.92 -0.63
C -0.47 -0.41 -0.61
C -0.69 -1.21 0.61
N 2.84 1.56 -0.64
H -0.64 1.52 0.17
H -0.33 1.47 -1.42
H -0.22 -0.77 -1.55
H -1.35 -0.72 1.40
H 0.15 -1.34 1.16
H -1.14 -2.23 0.35
H 3.18 2.49 -0.34

Values from the calculation:
Total charge ... 0
E_tot ... -5748.3227 eV
Gap between HOMO and LUMO ... 10.0643 eV

Results of the Löwdin charge analysis, in e, for atoms 1 through 4:
1. C -0.053
2. C -0.057
3. C -0.248
4. C -0.104

=====

# C4H7N

One molecule with the formula C4H7N at a distorted geometry (ωB97M-V/def2-TZVPD, the OMol25 dataset).

Element x y z (Å)
C -1.80 -0.68 -0.34
N -0.65 -1.16 -0.23
C 0.36 -0.30 0.23
C 0.56 0.09 1.49
C 1.10 0.43 -0.88
H -2.63 -1.25 -0.76
H -2.10 0.36 -0.13
H 0.30 -0.51 2.35
H 1.02 1.06 1.63
H 2.14 0.53 -0.63
H 0.76 1.46 -0.90
H 0.94 -0.02 -1.85

Values from the calculation:
Total charge ... 0
E_tot ... -5749.7287 eV
Gap between HOMO and LUMO ... 9.7644 eV
SMILES string ... C=NC(=C)C

Results of the Löwdin charge analysis, in e, for atoms 1 through 4:
1. C -0.040
2. N 0.021
3. C -0.433
4. C 0.028

=====

# C4H7N

One molecule with the formula C4H7N at a distorted geometry (ωB97M-V/def2-TZVPD, the OMol25 dataset).

Element x y z (Å)
C 1.08 1.42 -0.92
N 0.14 0.59 -1.17
C -0.48 -0.14 0.00
C -1.12 0.47 1.02
C -0.10 -1.58 -0.05
H 1.16 2.33 -1.61
H 1.75 1.29 0.04
H -1.25 1.53 1.12
H -1.35 -0.19 1.85
H 1.07 -1.70 -0.21
H -0.44 -2.06 0.91
H -0.45 -1.97 -0.99

Values from the calculation:
Total charge ... 0
E_tot ... -5749.2615 eV
Gap between HOMO and LUMO ... 9.9824 eV
SMILES string ... C=NC(=C)C

Results of the Löwdin charge analysis, in e, for atoms 1 through 4:
1. C -0.081
2. N -0.010
3. C -0.422
4. C 0.039

=====

# C4H7N

One molecule with the formula C4H7N at a distorted geometry (ωB97M-V/def2-TZVPD, the OMol25 dataset).

Element x y z (Å)
C -1.45 -0.21 0.94
C -0.20 -0.12 0.17
C -0.06 0.00 -1.69
C 1.05 0.30 0.87
N -1.00 -1.32 0.57
H -2.11 0.27 1.56
H 0.45 -1.03 -1.84
H 0.48 0.89 -1.88
H -1.14 0.24 -2.02
H 0.70 0.84 1.87
H 1.60 0.80 0.18
H 1.67 -0.65 1.27

Values from the calculation:
Total charge ... 0
E_tot ... -5743.4820 eV
Gap between HOMO and LUMO (alpha / beta) ... 6.4407 / 7.3948 eV
2S+1 ... 3

Results of the Löwdin charge analysis, in e, for atoms 1 through 4:
1. C -0.213
2. C -0.368
3. C 0.016
4. C -0.060

=====

# C4H7N2

An isolated ion of composition C4H7N2 and charge +1 at a distorted geometry (ωB97M-V/def2-TZVPD, the OMol25 dataset).

Element x y z (Å)
C 0.59 0.34 1.26
C -0.73 0.72 0.53
C -0.58 0.19 -1.02
C 0.99 0.66 -0.10
N -1.51 -0.29 -0.05
N 0.76 -0.40 -1.11
H 0.97 1.06 1.93
H 0.67 -0.67 1.49
H -1.04 1.82 0.75
H -1.14 0.87 -1.68
H -1.49 -1.16 0.38
H 0.81 -1.45 -0.80
H 1.19 -0.10 -1.90

Values from the calculation:
Total charge ... +1
E_tot ... -7228.8343 eV
Gap between HOMO and LUMO ... 10.2514 eV

Results of the Löwdin charge analysis, in e, for atoms 1 through 4:
1. C -0.059
2. C -0.167
3. C -0.136
4. C -0.018

=====

# C4H7N2

An isolated ion of composition C4H7N2 and charge +1 at a distorted geometry (ωB97M-V/def2-TZVPD, the OMol25 dataset).

Element x y z (Å)
C -0.90 0.80 2.90
C -0.59 0.60 1.68
N -0.31 0.40 0.46
C 0.49 -0.59 -0.07
C 0.71 -0.76 -1.47
N 0.41 -0.25 -2.76
H -0.34 1.45 3.56
H -1.77 0.34 3.35
H -0.72 1.04 -0.22
H 0.96 -1.27 0.61
H 1.38 -1.61 -1.60
H 0.86 -0.70 -3.54
H -0.17 0.55 -2.91

Values from the calculation:
Total charge ... +1
E_tot ... -7232.2733 eV
Gap between HOMO and LUMO (alpha / beta) ... 8.4437 / 8.4432 eV
SMILES string ... C=C=[NH+]/C=C\N

Results of the Löwdin charge analysis, in e, for atoms 1 through 4:
1. C 0.143
2. C -0.010
3. N 0.074
4. C -0.082

=====

# C4H7N2

An isolated ion of composition C4H7N2 and charge +1 at a distorted geometry (ωB97M-V/def2-TZVPD, the OMol25 dataset).

Element x y z (Å)
C 1.06 -1.40 -0.82
C 0.17 -0.53 0.01
C -1.04 -0.49 0.66
N -1.34 0.83 0.90
C -0.47 1.62 0.28
N 0.52 0.84 -0.15
H 2.08 -0.97 -0.75
H 1.13 -2.44 -0.47
H 0.81 -1.36 -1.90
H -1.43 -1.27 1.31
H -1.95 1.24 1.59
H -0.55 2.71 0.30
H 1.00 1.22 -0.96

Values from the calculation:
Total charge ... +1
E_tot ... -7234.9401 eV
Gap between HOMO and LUMO ... 10.8152 eV
SMILES string ... Cc1c[nH]c[nH+]1

Results of the Löwdin charge analysis, in e, for atoms 1 through 4:
1. C -0.007
2. C -0.190
3. C 0.019
4. N 0.103

=====

# C4H7N2

An isolated ion of composition C4H7N2 and charge +1 at a distorted geometry (ωB97M-V/def2-TZVPD, the OMol25 dataset).

Element x y z (Å)
C 0.34 -1.21 0.01
C -0.09 0.04 -0.05
C -1.45 0.56 0.07
N 0.92 1.15 -0.01
C 2.09 0.72 0.08
N 2.69 -0.29 0.05
H -0.49 -1.91 0.37
H 1.09 -1.75 -0.37
H -1.60 1.12 1.03
H -2.02 -0.32 0.09
H -1.49 1.30 -0.87
H 0.47 2.05 -0.16
H 3.61 -0.59 -0.10

Values from the calculation:
Total charge ... +1
E_tot ... -7230.9640 eV
Gap between HOMO and LUMO ... 8.2494 eV
SMILES string ... C=C(C)[NH+]=C=N

Results of the Löwdin charge analysis, in e, for atoms 1 through 4:
1. C 0.092
2. C -0.323
3. C -0.020
4. N 0.160

=====

# C4H7N2

An isolated ion of composition C4H7N2 and charge +1 at a distorted geometry (ωB97M-V/def2-TZVPD, the OMol25 dataset).

Element x y z (Å)
C -2.98 0.11 0.04
C -1.86 -0.16 0.35
N -0.63 -0.57 0.64
C 0.48 0.04 0.05
C 1.83 -0.56 0.16
N 0.38 1.08 -0.72
H -4.08 0.37 -0.12
H -0.57 -1.23 1.40
H 2.67 0.16 0.23
H 2.05 -1.44 0.76
H 2.01 -0.78 -0.89
H 1.18 1.30 -1.21
H -0.46 1.68 -0.67

Values from the calculation:
Total charge ... +1
E_tot ... -7232.8524 eV
Gap between HOMO and LUMO ... 9.9732 eV
SMILES string ... C#C/[NH+]=C(/C)N

Results of the Löwdin charge analysis, in e, for atoms 1 through 4:
1. C 0.173
2. C -0.201
3. N 0.119
4. C -0.284

=====

# C4H7N2

An isolated ion of composition C4H7N2 and charge +1 at a distorted geometry (ωB97M-V/def2-TZVPD, the OMol25 dataset).

Element x y z (Å)
C 1.82 0.73 -0.25
C 0.48 -0.97 0.23
C -0.30 0.14 0.56
C -1.43 0.10 -0.41
N 0.73 1.18 0.28
N 1.64 -0.67 -0.27
H 0.21 -2.07 0.41
H -0.66 0.33 1.67
H -1.17 0.20 -1.45
H -1.82 1.01 -0.18
H -2.16 -0.74 -0.16
H 0.42 2.16 0.17
H 2.26 -1.41 -0.62

Values from the calculation:
Total charge ... +1
E_tot ... -7231.9734 eV
Gap between HOMO and LUMO ... 8.3587 eV

Results of the Löwdin charge analysis, in e, for atoms 1 through 4:
1. C -0.005
2. C 0.006
3. C -0.322
4. C -0.004

=====

# C4H7N2

An isolated ion of composition C4H7N2 and charge +1 at a distorted geometry (ωB97M-V/def2-TZVPD, the OMol25 dataset).

Element x y z (Å)
C 0.79 -0.28 0.33
C 1.72 -1.25 -0.41
C -0.39 0.56 0.69
C -1.31 1.21 -0.40
N 1.86 0.18 -0.33
N -0.48 -0.78 1.19
H 1.54 -1.80 -1.36
H 2.20 -1.85 0.36
H -0.32 1.38 1.34
H -2.06 1.86 0.07
H -1.88 0.43 -1.12
H -0.81 1.94 -1.15
H -0.86 -1.59 0.80

Values from the calculation:
Total charge ... +1
E_tot ... -7227.6396 eV
Gap between HOMO and LUMO ... 9.2962 eV

Results of the Löwdin charge analysis, in e, for atoms 1 through 4:
1. C -0.239
2. C 0.018
3. C -0.232
4. C -0.023

=====

# C4H7N2O

C4H7N2O as an isolated structure at a distorted geometry (ωB97M-V/def2-TZVPD, the OMol25 dataset).

Element x y z (Å)
C 2.19 -0.74 0.58
C -1.59 -0.26 0.26
C -1.39 -1.68 0.25
C 0.13 1.94 0.27
N 1.21 -0.13 0.49
N 0.17 0.50 0.28
O -2.34 0.60 0.22
H 3.06 -1.29 0.82
H -2.35 -2.19 0.35
H -0.72 -2.02 1.05
H -0.94 -1.97 -0.71
H 0.17 2.35 1.29
H 0.95 2.35 -0.32
H -0.81 2.25 -0.19

Values from the calculation:
Total charge ... +1
E_tot ... -9278.7216 eV
Gap between HOMO and LUMO ... 9.9125 eV

Results of the Löwdin charge analysis, in e, for atoms 1 through 4:
1. C 0.283
2. C -0.192
3. C 0.025
4. C -0.029

=====

Respective ΔE to the lowest compared entry with this formula, charge and spin values: 198.71, 402.31, 151.64, 160.14, 63.01, 153.53, 298.54, 162.88, 207.96, 355.31, 666.13, 334.31, 77.01, 460.65, 278.44, 363.25, 781.40, 392.54 kJ/mol.